P:
Here is a 7-piece molecular cluster, H15O7 overall from OMol25. Energies are from ωB97M-V/def2-TZVPD.

The highest occupied orbital energy comes out at -13.83 eV. The total charge is +1. The calculation puts the orbital gap at 10.73 eV.

Cartesian coordinates (Å):
1 O -0.806 0.579 -2.545
2 H -0.422 0.655 -1.666
3 H -0.162 0.100 -3.075
4 O 2.343 0.183 -0.500
5 H 3.019 -0.490 -0.658
6 H 2.714 0.983 -0.900
7 O 0.853 -0.186 1.677
8 H 1.095 0.364 2.429
9 H 1.548 -0.126 0.964
10 O 3.884 -4.045 -2.077
11 H 3.797 -5.010 -2.146
12 H 3.266 -3.828 -1.363
13 O -1.594 2.793 2.043
14 H -2.498 2.769 2.381
15 H -1.266 1.392 1.080
16 O -1.054 0.672 0.433
17 H -1.857 0.066 0.465
18 H -0.262 0.094 1.039
19 O -3.518 -0.263 0.485
20 H -1.397 3.737 1.962
21 H -4.057 0.480 0.189
22 H -3.625 -0.921 -0.217

Here are the Mulliken charges for atoms 1 to 4, given in e: atom 1 (O): -0.620, atom 2 (H): 0.326, atom 3 (H): 0.321, atom 4 (O): -0.682



Q:
Here is a 7-piece molecular cluster, H15O7 overall from OMol25. Energies are from ωB97M-V/def2-TZVPD.

The highest occupied orbital energy comes out at -15.18 eV. The total charge is +1. The calculation puts the orbital gap at 11.97 eV.

Cartesian coordinates (Å):
1 O 0.646 -0.204 0.352
2 H 0.126 0.750 0.439
3 H 0.749 -0.423 -0.524
4 H 0.550 -0.871 1.108
5 O 0.896 1.570 -2.066
6 H 1.937 1.497 -2.401
7 H 0.248 1.080 -2.747
8 O -1.925 -1.678 -1.020
9 H -2.799 -1.522 -0.946
10 H -1.583 -1.931 -1.870
11 O 1.672 -1.853 -1.751
12 H 2.058 -2.656 -1.409
13 H 0.804 -2.034 -2.232
14 O -1.451 2.014 0.058
15 H -1.398 2.617 -0.710
16 H -2.390 2.137 0.318
17 O 0.566 1.835 2.258
18 H 0.261 2.127 2.999
19 H 0.023 2.236 1.508
20 O 0.043 -1.513 2.693
21 H 0.501 -0.852 3.231
22 H 0.467 -2.323 2.713

Here are the Mulliken charges for atoms 1 to 4, given in e: atom 1 (O): -0.244, atom 2 (H): 0.404, atom 3 (H): 0.356, atom 4 (H): 0.437



R:
Here is a 7-piece molecular cluster, H15O7 overall from OMol25. Energies are from ωB97M-V/def2-TZVPD.

The highest occupied orbital energy comes out at -13.84 eV. The total charge is +1. The calculation puts the orbital gap at 10.76 eV.

Cartesian coordinates (Å):
1 O 0.688 0.627 -0.619
2 H 0.379 0.408 0.374
3 H 1.143 -0.034 -1.038
4 H -0.220 0.431 -0.953
5 O 0.238 -1.858 -2.236
6 H 0.953 -2.466 -2.489
7 H -0.682 -2.173 -2.442
8 O -1.563 1.043 -1.972
9 H -2.539 1.028 -2.234
10 H -1.252 1.937 -1.952
11 O 2.938 -0.659 -1.435
12 H 3.903 -0.644 -1.155
13 H 3.099 -0.248 -2.337
14 O 1.015 -0.663 1.774
15 H 1.841 -0.368 2.125
16 H 0.591 -0.916 2.615
17 O -2.043 0.188 1.312
18 H -2.697 0.110 0.716
19 H -2.062 -0.568 1.860
20 O -0.864 1.752 3.348
21 H -1.222 1.170 2.668
22 H -1.644 1.903 4.069

Here are the Mulliken charges for atoms 1 to 4, given in e: atom 1 (O): -0.251, atom 2 (H): 0.511, atom 3 (H): 0.350, atom 4 (H): 0.501



The winner here is P, beating the second structure by 1.415 eV.



P:
Here is an isolated ion of composition C4H8N2 and charge +2 from OMol25. Energies are from ωB97M-V/def2-TZVPD.

Its SMILES is C#[N+]/C(C)=[NH+]\C. The highest occupied orbital energy comes out at -21.20 eV. The total charge is +2. The calculation puts the orbital gap at 9.38 eV.

Cartesian coordinates (Å):
1 C 2.251 0.782 0.065
2 C -0.017 -0.097 0.557
3 C -0.332 -0.645 1.918
4 C -0.798 0.291 -1.814
5 N 1.227 0.454 0.425
6 N -0.863 -0.169 -0.470
7 H 3.200 0.957 -0.443
8 H 0.144 0.039 2.714
9 H 0.323 -1.514 1.991
10 H -1.325 -0.935 2.057
11 H -1.149 -0.225 -2.705
12 H 0.134 0.732 -2.084
13 H -1.283 1.259 -1.798
14 H -1.512 -0.929 -0.413

Here are the Mulliken charges for atoms 1 to 4, given in e: atom 1 (C): 0.206, atom 2 (C): 0.687, atom 3 (C): -1.198, atom 4 (C): -0.824



Q:
Here is an isolated ion of composition C4H8N2 and charge +2 from OMol25. Energies are from ωB97M-V/def2-TZVPD.

Its SMILES is C#[N+]/C(C)=[NH+]\C. The highest occupied orbital energy (alpha / beta) comes out at -20.59 / -20.60 eV. The total charge is +2. The calculation puts the orbital gap (alpha / beta) at 8.20 / 8.20 eV.

Cartesian coordinates (Å):
1 C 1.987 1.017 1.069
2 C 0.032 -0.360 0.400
3 C 0.118 -1.751 0.673
4 C -0.903 1.323 -1.219
5 N 0.984 0.577 0.718
6 N -1.072 0.102 -0.563
7 H 2.942 1.377 1.363
8 H 0.964 -2.101 1.288
9 H 0.278 -2.428 -0.182
10 H -0.765 -2.120 1.143
11 H -0.133 2.011 -0.873
12 H -1.817 1.845 -0.982
13 H -0.760 1.014 -2.226
14 H -1.854 -0.503 -0.609

Here are the Mulliken charges for atoms 1 to 4, given in e: atom 1 (C): 0.189, atom 2 (C): 0.721, atom 3 (C): -1.206, atom 4 (C): -0.711



The winner here is P, beating the second structure by 1.056 eV.